[1]
Computed, not measured: a structure of composition C33H50NO4Se2Ti, with ωB97M-V/def2-TZVPD.

Calculated values
Total energy in eV: -198517.80135
HOMO-LUMO gap in eV: 6.79
ΔE to the lowest compared entry with this formula, charge and spin in kcal per mole: 0.00
Charge: +1

Cartesian coordinates (Å):
Ti1 1.449518 1.036237 -0.195729
C1 -5.536216 -0.308377 -2.328441
C2 -4.977110 -0.158653 -0.907405
C3 -4.988081 -1.533953 -0.239228
C4 -5.879892 0.782584 -0.097956
C5 -3.568359 0.431773 -0.972073
C6 -2.461682 -0.224534 -0.436531
C7 -1.229569 0.386197 -0.531608
N1 -0.000650 -0.066014 0.009120
C8 0.228863 -0.833007 1.182427
C9 -0.317117 -2.081595 1.453302
C10 0.002778 -2.706893 2.644721
C11 0.902869 -2.063684 3.508584
C12 1.504671 -0.839900 3.252896
C13 1.139696 -0.218449 2.053287
O1 1.622949 1.003547 1.624187
C14 2.497017 -0.188666 4.216536
C15 3.847080 0.008750 3.511940
C16 2.740330 -1.052081 5.454956
C17 1.939376 1.165245 4.680103
C18 -0.579718 -4.060666 3.045140
C19 0.561522 -5.071780 3.222582
C20 -1.547823 -4.599208 1.992214
C21 -1.340416 -3.910444 4.370042
C22 -1.063735 1.650938 -1.118146
O2 0.227880 2.123919 -0.954369
C23 -2.138642 2.328105 -1.671798
C24 -3.368424 1.668900 -1.574110
C25 -2.094566 3.701921 -2.349685
C26 -2.701261 3.581668 -3.755533
C27 -0.681965 4.270209 -2.506710
C28 -2.922025 4.690265 -1.517556
H1 -6.541065 -0.733088 -2.291077
H2 -4.908001 -0.970653 -2.927405
H3 -5.601612 0.650836 -2.843177
H4 -6.007633 -1.920716 -0.222731
H5 -4.638883 -1.485676 0.794635
H6 -4.370909 -2.252782 -0.782896
H7 -6.892580 0.378462 -0.047359
H8 -5.936551 1.772957 -0.551557
H9 -5.506581 0.900342 0.920997
H10 -2.553515 -1.186095 0.044069
H11 -0.974810 -2.538427 0.729425
H12 1.149190 -2.559763 4.435505
H13 4.250945 -0.949245 3.175857
H14 4.562351 0.446996 4.210317
H15 3.765531 0.674088 2.653452
H16 3.159553 -2.027074 5.198659
H17 1.827974 -1.205622 6.033847
H18 3.456836 -0.544754 6.102203
H19 1.779288 1.845054 3.845103
H20 2.640819 1.636447 5.371498
H21 0.990230 1.029552 5.201363
H22 1.118942 -5.198670 2.292348
H23 0.158210 -6.043443 3.513155
H24 1.262955 -4.756861 3.996064
H25 -1.055653 -4.760757 1.030589
H26 -2.396170 -3.927682 1.841305
H27 -1.943812 -5.559852 2.323290
H28 -0.689843 -3.570329 5.176378
H29 -1.762688 -4.871786 4.668230
H30 -2.158412 -3.194324 4.271819
H31 -4.232209 2.175056 -1.985273
H32 -2.132210 2.876703 -4.365199
H33 -2.678590 4.555157 -4.248452
H34 -3.737945 3.246472 -3.734267
H35 -0.034606 3.595222 -3.069018
H36 -0.211695 4.476619 -1.546960
H37 -0.746794 5.209657 -3.058681
H38 -3.961694 4.373058 -1.427986
H39 -2.911606 5.674637 -1.989513
H40 -2.512685 4.790003 -0.510645
O3 6.273120 -0.885160 -3.368959
C29 5.002606 -0.769720 -3.982208
C30 4.397531 0.568767 -3.558185
C31 5.188564 1.705263 -4.222381
O4 4.647738 2.935880 -3.768999
C32 2.940726 0.653322 -4.012930
Se1 1.746078 -0.435685 -2.897843
C33 4.480857 0.760531 -2.044012
Se2 3.363841 -0.590843 -1.157224
H41 6.704849 -1.693046 -3.663232
H42 4.342694 -1.593087 -3.687051
H43 5.084910 -0.784065 -5.074677
H44 5.099023 1.608454 -5.309638
H45 6.242939 1.606592 -3.953822
H46 5.143364 3.666267 -4.151485
H47 2.824106 0.265753 -5.025546
H48 2.580200 1.676964 -3.972317
H49 4.155839 1.759602 -1.765634
H50 5.489624 0.582106 -1.676933

Force components x, y, z for each atom (eV/Å):
Ti -0.3 -0.4 -0.3
C 0.0 0.0 0.0
C 0.0 0.0 0.0
C 0.0 0.0 0.0
C 0.0 0.0 0.0
C 0.0 0.0 0.0
C 0.0 -0.1 -0.1
C 0.1 0.1 0.2
N 0.1 0.0 0.1
C -0.1 0.1 -0.2
C 0.0 0.0 0.0
C 0.1 0.0 0.1
C 0.0 0.0 0.0
C 0.1 0.0 0.0
C -0.1 0.0 -0.1
O 0.0 0.0 0.1
C -0.1 0.0 0.0
C 0.0 0.0 0.0
C 0.0 0.0 0.0
C 0.0 0.0 0.0
C 0.0 0.0 0.0
C 0.0 0.0 0.0
C 0.0 0.0 0.0
C 0.0 0.0 0.0
C 0.0 -0.1 0.2
O 0.0 0.2 -0.1
C 0.1 0.0 -0.1
C -0.1 0.0 0.0
C 0.0 0.0 0.0
C 0.0 0.0 0.0
C 0.0 0.0 0.0
C 0.0 0.0 0.0
H 0.0 0.0 0.0
H 0.0 0.0 0.0
H 0.0 0.0 0.0
H 0.0 0.0 0.0
H 0.0 0.0 0.0
H 0.0 0.0 0.0
H 0.0 0.0 0.0
H 0.0 0.0 0.0
H 0.0 0.0 0.0
H 0.0 0.0 0.0
H 0.0 0.0 0.0
H 0.0 0.0 0.0
H 0.0 0.0 0.0
H 0.0 0.0 0.0
H 0.0 0.0 0.0
H 0.0 0.0 0.0
H 0.0 0.0 0.0
H 0.0 0.0 0.0
H 0.0 0.0 0.0
H 0.0 0.0 0.0
H 0.0 0.0 0.0
H 0.0 0.0 0.0
H 0.0 0.0 0.0
H 0.0 0.0 0.0
H 0.0 0.0 0.0
H 0.0 0.0 0.0
H 0.0 0.0 0.0
H 0.0 0.0 0.0
H 0.0 0.0 0.0
H 0.0 0.0 0.0
H 0.0 0.0 0.0
H 0.0 0.0 0.0
H 0.0 0.0 0.0
H 0.0 0.0 0.0
H 0.0 0.0 0.0
H 0.0 0.0 0.0
H 0.0 0.0 0.0
H 0.0 0.0 0.0
H 0.0 0.0 0.0
H 0.0 0.0 0.0
O 0.0 0.0 0.0
C 0.1 0.0 0.0
C 0.0 0.0 0.0
C 0.0 0.0 0.0
O 0.0 0.0 0.0
C 0.0 0.0 0.0
Se 0.0 0.1 0.3
C 0.0 0.0 0.0
Se -0.1 0.0 0.0
H 0.0 0.0 0.0
H 0.0 0.0 0.0
H 0.0 0.0 0.0
H 0.0 0.0 0.0
H 0.0 0.0 0.0
H 0.0 0.0 0.0
H 0.0 0.0 0.0
H 0.0 0.0 0.0
H 0.0 0.0 0.0
H 0.0 0.0 0.0


[2]
Computed, not measured: a cluster of 10 separate species, C33H51Cl2F5O27 in total in a non-equilibrium geometry, with ωB97M-V/def2-TZVPD.

Calculated values
Total energy in eV: -128963.63300
SMILES string: O=C1OC[C@@H](F)O1.O=C1OC[C@@H](F)O1.O=C1OC[C@@H](F)O1.O=C1OC[C@@H](F)O1.O=C1OC[C@@H](F)O1.CCOC(=O)OC.CCOC(=O)OC.CCOC(=O)OC.CCOC(=O)OC.ClCCCl
HOMO-LUMO gap in eV: 10.79
Charge: 0

Cartesian coordinates (Å):
C1 0.918341 6.451846 -1.198335
C2 0.917870 5.526735 0.020130
O1 1.039849 4.224976 -0.422851
C3 0.641184 4.273535 -1.793543
O2 0.373661 3.250557 -2.341078
O3 0.640080 5.516165 -2.234530
F1 -0.208683 5.683996 0.782991
H1 1.870825 6.935116 -1.412607
H2 0.096422 7.139961 -1.096512
H3 1.722519 5.736866 0.735957
C4 -0.596987 0.775013 -0.452563
C5 0.785259 0.778732 0.202625
O4 1.178344 -0.600401 0.298810
C6 0.084172 -1.375840 -0.194111
O5 0.119075 -2.590638 -0.175274
O6 -0.820893 -0.627267 -0.769971
F2 0.695988 1.301406 1.448720
H4 -0.617475 1.225989 -1.460390
H5 -1.388505 1.270198 0.159321
H6 1.538031 1.370056 -0.387326
C7 1.809275 -4.659021 0.527435
C8 2.180354 -4.098277 1.882993
O7 0.970991 -3.942567 2.603352
C9 -0.075628 -4.495791 1.852354
O8 -1.223131 -4.373876 2.187934
O9 0.402083 -5.096523 0.727584
F3 2.817149 -2.906409 1.794053
H7 2.262474 -5.578862 0.153789
H8 1.874890 -3.851990 -0.216635
H9 2.809949 -4.778844 2.465006
C10 -4.647859 -0.303336 4.273665
C11 -4.165488 1.035160 4.436964
O10 -3.187140 1.200222 3.453332
C12 -2.732709 -0.006313 3.085003
O11 -1.838894 -0.248933 2.310217
O12 -3.458116 -0.972241 3.780977
F4 -3.597089 1.313073 5.720080
H10 -5.472058 -0.343314 3.515037
H11 -4.926566 -0.797297 5.195891
H12 -4.788808 1.946887 4.279552
C13 4.601916 -0.433119 -0.399233
C14 5.874743 0.030413 -1.177015
O13 6.261794 -0.995918 -1.991894
C15 5.651054 -2.157918 -1.520011
O14 5.922474 -3.242338 -1.898164
O15 4.716409 -1.878951 -0.577302
F5 6.958251 0.293182 -0.272041
H13 3.611298 -0.105208 -0.741310
H14 4.598911 -0.179671 0.691216
H15 5.793958 0.895310 -1.784580
Cl1 0.616855 -0.565847 -5.884005
C16 -0.014423 -1.122808 -4.259423
C17 0.862378 -2.082775 -3.561967
Cl2 2.246504 -1.206216 -2.846228
H16 -1.044308 -1.482214 -4.438109
H17 -0.129353 -0.192233 -3.728061
H18 1.174939 -2.887101 -4.194224
H19 0.340445 -2.512285 -2.672652
C18 -0.602102 -1.477229 5.638785
C19 0.832039 -1.328549 5.684330
O16 1.148742 -0.979361 7.047356
C20 1.942097 0.096466 7.184155
O17 2.370825 0.833100 6.365556
O18 2.233129 0.172416 8.464890
C21 3.010407 1.340549 8.757273
H20 -1.002536 -2.271281 6.181395
H21 -0.835813 -1.638059 4.585412
H22 -1.115558 -0.544010 5.845143
H23 1.219321 -0.641679 4.947060
H24 1.363278 -2.249386 5.492033
H25 3.495083 1.128060 9.690952
H26 2.273022 2.077000 8.896055
H27 3.744676 1.569159 7.968161
C22 2.826431 2.454406 -5.416899
C23 3.290851 3.499520 -4.448242
O19 3.716719 2.791410 -3.228477
C24 3.742044 3.574826 -2.129798
O20 3.610586 4.762708 -2.090297
O21 4.004914 2.783208 -1.089743
C25 4.127881 3.528922 0.147618
H28 2.558728 2.964801 -6.351245
H29 1.988688 1.822600 -5.032995
H30 3.565218 1.714283 -5.712960
H31 2.445476 4.145045 -4.296672
H32 4.158416 4.059826 -4.801868
H33 4.672878 2.824522 0.805283
H34 3.089484 3.670440 0.462617
H35 4.776731 4.401952 -0.074806
C26 -4.616662 -4.134088 -6.783897
C27 -3.201691 -4.257420 -6.262618
O22 -3.441637 -4.658848 -4.850589
C28 -2.517056 -4.292758 -3.923032
O23 -1.586169 -3.515904 -4.126430
O24 -2.780763 -4.848721 -2.750672
C29 -2.059644 -4.204018 -1.659767
H36 -5.255526 -4.860832 -6.299556
H37 -4.614573 -4.436010 -7.849116
H38 -5.015453 -3.133056 -6.586280
H39 -2.661593 -3.311270 -6.282531
H40 -2.593706 -4.983895 -6.720505
H41 -2.431945 -3.207975 -1.358555
H42 -0.983496 -4.135913 -1.828662
H43 -2.173861 -4.818749 -0.775447
C30 -5.009195 -0.476682 -1.187270
C31 -4.246813 -0.203612 0.149425
O25 -4.899192 0.790468 0.907733
C32 -4.407236 1.999447 0.906546
O26 -3.423243 2.392425 0.325552
O27 -5.173952 2.807493 1.700648
C33 -4.735440 4.087997 1.737538
H44 -5.938222 -0.991628 -0.960468
H45 -4.355794 -1.096734 -1.739575
H46 -5.219802 0.486522 -1.665272
H47 -3.165791 0.107224 -0.066483
H48 -4.232027 -1.136118 0.718001
H49 -3.655783 4.272146 1.874198
H50 -5.320498 4.591151 2.600263
H51 -4.981453 4.600589 0.783675

Force components x, y, z for each atom (eV/Å):
C 0.0 -1.1 0.5
C 1.8 0.8 1.9
O -1.0 1.1 -1.8
C 0.3 -1.6 1.5
O 0.2 0.8 -0.5
O -0.5 -0.2 -0.9
F -0.7 -0.1 -0.4
H -0.1 -0.1 0.2
H -0.2 0.4 -0.2
H 0.1 -0.1 -0.4
C -0.1 0.4 -1.4
C 0.4 -0.1 -0.7
O -2.3 0.3 -0.7
C 2.5 -1.4 0.6
O -0.4 2.4 -0.1
O -0.8 0.3 0.9
F 0.2 0.1 0.3
H 0.3 0.2 0.7
H 0.6 -0.9 -0.2
H -0.5 -0.7 0.7
C -1.5 -0.5 -0.6
C 0.3 -1.0 0.9
O -0.5 -0.6 -1.4
C -0.4 1.1 0.2
O 1.4 -0.7 -0.5
O 0.5 1.1 0.9
F -0.1 0.2 -0.1
H 0.6 0.4 0.5
H -0.2 -0.4 0.2
H 0.1 0.2 0.0
C -0.6 -2.4 -0.6
C 0.5 5.1 1.2
O 0.6 0.1 -0.1
C 1.0 -2.2 -0.2
O -1.6 0.6 1.3
O 0.1 0.9 -1.2
F -0.3 -0.9 -1.3
H 0.7 -0.1 0.6
H -0.2 0.1 0.1
H -0.3 -1.3 0.2
C 0.6 -0.6 0.5
C 0.4 0.7 1.3
O -0.9 -1.3 0.7
C -0.1 0.2 0.2
O 0.0 -0.1 -0.2
O 0.3 0.8 -0.2
F -1.3 -0.3 -0.6
H 0.6 0.0 -0.6
H 0.5 -0.4 -0.9
H -0.3 1.0 -0.2
Cl -0.1 -0.4 0.4
C -1.5 1.0 -1.1
C -0.6 -0.2 1.5
Cl 0.4 -0.1 -0.2
H 0.9 -0.2 0.0
H 0.2 0.2 0.4
H 0.5 -0.3 -0.3
H 0.2 0.3 -0.9
C -1.4 1.1 -2.6
C 1.4 -0.4 0.7
O 0.9 1.0 -0.6
C -0.7 -2.0 1.1
O 0.2 0.9 -2.0
O 0.6 0.1 0.7
C 0.5 -0.9 0.0
H -0.5 -1.2 1.1
H -0.3 -0.4 -0.1
H 0.0 0.2 0.5
H 0.0 0.7 0.2
H 0.0 -0.5 0.0
H 0.3 0.0 0.4
H -0.4 1.6 0.1
H -0.5 -0.1 0.4
C -0.4 -0.9 -0.6
C 0.6 -1.1 0.0
O -0.7 1.3 0.3
C 0.5 -1.7 -1.0
O -0.4 0.8 0.0
O 0.1 0.2 0.0
C 0.8 -1.0 -0.3
H -0.3 -0.2 0.2
H 0.4 0.9 -0.2
H 0.5 0.1 0.2
H -0.1 0.5 0.7
H -0.2 0.1 0.0
H -0.5 0.5 -0.1
H 0.6 0.6 0.4
H -0.9 -0.3 0.6
C 0.4 -0.4 -1.0
C -1.2 1.1 2.0
O 1.5 0.2 0.6
C 0.4 0.9 -1.2
O -1.3 -1.2 0.0
O 0.1 0.8 0.4
C 0.4 -0.1 0.9
H -0.1 -0.1 0.2
H -0.2 0.7 0.3
H 0.0 -0.3 -0.4
H 0.0 0.0 0.1
H 0.5 -1.1 -0.5
H -0.1 -0.4 -0.8
H -0.3 0.0 -0.4
H -0.3 -0.4 -0.1
C 0.1 1.3 2.1
C 1.5 -0.6 -2.1
O -0.9 -0.2 0.9
C 0.5 1.5 0.2
O -0.4 -0.3 0.1
O 0.3 -3.4 -0.6
C -0.4 4.3 0.9
H -0.1 0.0 -0.2
H 0.5 -0.6 -1.0
H 0.1 -0.4 -0.2
H -1.7 -0.4 0.4
H 0.0 0.3 0.3
H -0.4 -0.7 0.2
H 1.0 -0.7 -1.5
H 0.0 -0.1 0.5